Entry 1:
{
  "formula": "C3H10N2O",
  "method": "ωB97M-V/def2-TZVPD",
  "spin_multiplicity": 1,
  "total_energy_ev": -8297.594,
  "charge": 0,
  "gap_ev": 9.608,
  "de_lowest_kcal_mol": 90.17,
  "species": ["H", "C", "H", "H", "H", "N", "H", "C", "H", "H", "N", "H", "H", "C", "H", "O"],
  "coordinates": [[0.6928, -0.7991, 1.0583], [1.5020, -0.3335, -0.0665], [0.4347, 1.5379, 0.0006], [1.7146, 1.4128, 1.1878], [2.3777, -0.8178, 0.3509], [-1.5756, -0.9631, 1.0508], [-0.3498, -0.9990, 1.3430], [1.4450, 1.1560, 0.1659], [1.5259, -0.5856, -1.1187], [-2.4063, 0.6911, -1.4420], [-0.6738, -1.0038, -1.0323], [2.1195, 1.6698, -0.5259], [-2.1160, -0.3554, 1.6555], [-1.6095, -0.5963, -0.2280], [-0.6104, -0.4595, -1.8887], [-2.4709, 0.4454, -0.5108]],
  "atomic_forces_ev_per_a": [[2.2, 0.7, -3.3], [0.0, -0.3, 3.2], [0.1, 0.0, -0.1], [0.1, 0.1, 0.0], [0.4, 0.3, 0.2], [2.5, -0.7, 2.0], [-4.1, 0.0, -0.7], [0.0, 0.1, -0.1], [-1.0, -0.5, 0.3], [0.0, -0.3, 0.1], [-1.8, -0.4, 0.2], [0.0, 0.1, 0.1], [0.1, -0.1, 0.0], [2.0, 1.4, -2.2], [-0.4, -0.1, -0.1], [-0.3, -0.3, 0.4]],
  "mulliken_charge": [-0.17, -0.46, 0.22, 0.31, 0.33, -0.57, 0.33, -0.78, 0.33, 0.30, -0.69, 0.29, 0.26, 0.60, 0.21, -0.51]
}

---

Entry 2:
{
  "formula": "C40H50FN6O4RbS3Se2",
  "method": "ωB97M-V/def2-TZVPD",
  "spin_multiplicity": 1,
  "total_energy_ev": -225991.740,
  "charge": -2,
  "gap_ev": 3.947,
  "de_lowest_kcal_mol": 12.54,
  "species": ["C", "C", "C", "H", "C", "C", "F", "C", "H", "H", "C", "O", "H", "H", "C", "H", "H", "C", "H", "H", "C", "C", "Rb", "C", "C", "S", "H", "H", "H", "H", "S", "S", "C", "N", "C", "H", "Se", "H", "H", "C", "H", "C", "N", "C", "H", "H", "H", "H", "C", "C", "H", "H", "C", "Se", "H", "C", "C", "H", "H", "O", "C", "C", "H", "H", "N", "N", "C", "H", "H", "H", "H", "C", "C", "O", "H", "H", "H", "C", "H", "C", "H", "H", "C", "C", "H", "C", "N", "H", "H", "H", "H", "C", "C", "C", "O", "N", "H", "C", "C", "H", "H", "C", "H", "C", "H", "H", "H"],
  "coordinates": [[5.2294, 6.0152, -0.5680], [0.6710, -1.3816, -7.5859], [1.8539, -4.6166, 5.6855], [-4.7389, -0.6997, -1.6997], [2.4957, -2.7906, -0.1015], [0.7667, -1.5436, 3.6643], [-1.0494, 3.1058, -0.8106], [0.4740, -5.3289, 3.8581], [1.3087, -6.6705, 5.3234], [-3.1594, -4.7708, -0.2965], [-3.7651, 3.3854, -1.5705], [1.9845, 2.7174, 1.4437], [1.8488, 6.1356, -0.8198], [2.4411, -4.8492, 6.5680], [-5.1801, 2.9584, 0.8314], [6.0879, 6.6694, -0.4738], [-0.5370, 3.4335, -3.8165], [1.2604, -1.0153, -6.3840], [-0.0212, -6.1203, 3.3029], [4.3914, 2.7185, -0.6989], [1.7336, -3.2965, 5.2640], [-0.2514, 0.9567, 4.9779], [0.3116, 0.6697, 0.5460], [1.1417, 3.2750, 2.2335], [3.7278, -3.4217, -0.0450], [-2.5706, -1.4370, 0.3422], [2.1664, 3.9303, -3.1932], [-0.0082, 4.6534, 1.0499], [-0.7865, 1.8264, 5.3673], [-0.2128, 2.1899, -2.6440], [1.6187, 3.2134, -0.9391], [1.1881, -0.6133, -3.5998], [2.8475, 5.7163, -0.7699], [-3.2365, -4.0095, 0.3647], [-4.2925, 2.1640, -2.3117], [0.2951, 0.4658, 5.7869], [-3.2764, 3.0146, 0.2689], [2.2313, -2.4870, 5.7835], [-2.8447, 3.7753, -2.0064], [1.2310, 3.7901, -2.6404], [-5.1921, 2.6944, 1.8911], [-0.8354, -1.3576, -5.2523], [2.3850, -1.4673, -0.0975], [0.5014, -0.9986, -5.2212], [2.6850, 0.7190, -4.7658], [-5.0840, 1.6830, -1.7340], [-0.2663, -3.7245, 2.5998], [0.7639, 4.7636, -2.4717], [3.0251, 4.3394, -0.7993], [0.2668, 2.8452, -3.3704], [5.8505, -3.1123, 0.0789], [5.6219, -0.6225, 0.1296], [3.4771, -0.7210, -0.0104], [-2.9149, 0.8129, -2.5554], [0.1448, 1.5822, -5.1140], [5.3975, 4.6355, -0.5850], [0.9771, -2.9716, 4.1392], [1.4752, 2.7272, -5.1525], [2.1058, -5.3777, -0.8450], [-0.2476, -1.3539, 2.9135], [-1.4231, -1.7235, -6.4589], [0.7149, 1.3601, 3.8834], [3.8062, -4.5003, -0.0258], [-4.7021, 2.4492, -3.2833], [-1.0251, -3.6347, 0.1123], [0.1284, -2.9300, -0.0026], [-2.2489, -3.0289, 0.2500], [-0.1473, 3.3467, 3.8738], [-4.8111, -0.6334, -3.4914], [3.3062, 0.3513, 0.0199], [6.3912, 4.2108, -0.4967], [4.7573, -1.2677, 0.0464], [0.5612, 2.7150, 3.3505], [2.2628, 1.8609, -1.1981], [-1.4014, -1.3090, -4.3300], [-4.5320, 4.1613, -1.5644], [-5.6662, 3.9294, 0.7036], [4.2957, 3.7976, -0.6986], [-0.9758, 0.2363, 4.5873], [4.8772, -2.6398, 0.0233], [-0.9997, -4.6302, 0.2671], [2.3058, -0.7319, -6.3628], [1.2265, -5.6431, 4.9848], [3.9500, 6.5525, -0.6593], [-5.7425, 2.1972, 0.2869], [1.3406, -5.0866, -0.1252], [1.7186, -0.7329, 4.0366], [0.4230, -5.5826, -0.4347], [-1.1313, -2.0175, -8.5654], [-4.1502, -3.5816, 0.3530], [3.8087, 7.6270, -0.6348], [1.9158, 0.9697, -4.0284], [0.9273, 2.0377, -4.5000], [0.7019, 4.6970, 1.8869], [0.0093, -0.3884, -2.7130], [1.6506, 0.5683, 3.5022], [-2.4735, -1.9878, -6.4842], [-4.1570, -0.6873, -2.6214], [1.2171, -3.5858, -0.0876], [1.5702, 5.2860, 1.5815], [-3.5672, -1.6024, -2.6566], [0.3466, -4.0051, 3.4494], [1.6275, -5.4785, 0.8547], [-0.6724, -1.7376, -7.6247], [0.2186, 5.1866, 2.7338], [1.2592, -1.3787, -8.4961], [2.4062, 1.2764, -3.0983]],
  "atomic_forces_ev_per_a": [[-0.1, 0.0, 0.0], [0.0, 0.0, 0.0], [0.0, 0.1, -0.1], [0.0, 0.0, 0.0], [-0.5, -0.2, 0.1], [-0.3, -0.3, -0.6], [-0.1, -0.1, -0.2], [0.1, 0.1, 0.0], [0.0, 0.0, 0.0], [0.0, 0.0, 0.0], [0.1, -0.1, -0.1], [-0.1, 0.3, 0.4], [0.0, 0.0, 0.0], [0.0, 0.0, 0.0], [0.1, 0.0, 0.1], [0.0, 0.0, 0.0], [0.0, 0.0, 0.0], [0.0, -0.1, -0.1], [0.0, 0.0, 0.0], [0.0, 0.0, 0.0], [0.1, -0.1, 0.0], [-0.1, 0.1, 0.0], [-0.6, -0.3, 0.3], [0.4, -0.1, -0.1], [0.3, -0.1, 0.0], [0.1, 0.0, 0.0], [0.0, 0.0, 0.0], [0.1, 0.0, 0.0], [0.0, 0.0, 0.0], [0.0, 0.0, 0.0], [0.5, 0.0, -0.6], [-0.3, 0.0, 0.5], [0.0, 0.0, 0.0], [-0.2, 0.0, -0.1], [-0.1, 0.1, 0.1], [0.0, 0.0, 0.0], [-0.2, 0.0, 0.2], [0.0, 0.0, 0.0], [-0.1, -0.1, 0.0], [-0.1, 0.0, 0.0], [0.0, 0.0, -0.1], [-0.1, 0.0, -0.1], [-0.1, 0.3, 0.0], [-0.1, -0.1, 0.0], [0.0, 0.1, 0.0], [0.0, 0.0, 0.0], [0.0, 0.0, 0.1], [0.0, 0.0, -0.1], [0.1, -0.1, 0.0], [0.2, -0.2, -0.1], [0.0, 0.0, 0.0], [0.0, 0.0, 0.0], [-0.1, 0.0, 0.0], [0.2, -0.1, -0.1], [0.0, 0.0, 0.0], [0.0, 0.0, 0.0], [-0.1, 0.0, 0.1], [0.0, 0.0, 0.0], [0.0, 0.0, 0.0], [0.4, 0.0, 0.2], [0.0, 0.0, 0.1], [0.1, 0.3, 0.3], [0.0, 0.1, 0.0], [0.0, 0.0, 0.0], [0.0, 0.3, -0.2], [-0.2, -0.1, 0.0], [0.2, -0.1, 0.2], [-0.1, -0.1, 0.0], [0.0, 0.0, 0.0], [0.1, 0.0, 0.0], [0.0, 0.0, 0.0], [0.0, 0.1, 0.0], [-0.1, -0.4, 0.2], [-0.1, 0.5, 0.0], [0.0, 0.0, 0.0], [0.0, 0.1, 0.0], [0.0, 0.0, 0.0], [0.0, 0.0, 0.0], [0.0, 0.0, 0.0], [-0.1, -0.2, 0.0], [0.1, 0.0, 0.1], [0.0, 0.0, 0.0], [0.0, 0.1, 0.0], [0.0, 0.0, 0.0], [0.0, 0.0, 0.0], [0.0, 0.0, 0.0], [-0.2, 0.5, 0.3], [0.0, 0.0, 0.0], [0.0, 0.0, 0.0], [0.0, 0.0, 0.0], [0.0, 0.0, 0.0], [0.0, 0.2, 0.0], [0.0, 0.1, 0.1], [0.0, -0.1, -0.1], [0.4, -0.2, -0.3], [0.2, -0.4, -0.5], [0.0, 0.0, 0.0], [0.0, 0.0, 0.0], [0.4, 0.1, 0.0], [0.0, 0.0, 0.0], [0.0, 0.0, 0.0], [-0.1, -0.1, 0.0], [0.0, 0.0, 0.0], [0.0, 0.0, 0.0], [0.0, 0.0, 0.0], [0.0, 0.0, 0.0], [0.0, 0.0, 0.0]],
  "mulliken_charge": [-0.46, -0.64, -0.60, 0.37, 0.51, 0.37, -0.59, -0.59, 0.36, 0.19, -0.91, -0.52, 0.44, 0.35, -1.17, 0.36, 0.45, -0.32, 0.38, 0.33, -0.31, -1.47, -0.12, 1.18, -0.82, -0.05, 0.54, 0.07, 0.40, -0.33, 1.15, 0.36, -0.21, -0.60, -0.64, 0.33, 0.33, 0.45, 0.16, -1.46, 0.31, -0.35, 0.69, 0.11, 0.61, 0.18, 0.52, 0.55, 0.20, 0.22, 0.38, 0.48, -0.11, 0.42, 0.42, -0.76, -0.20, 0.44, 0.50, -0.76, -0.61, 1.13, 0.35, 0.41, -0.48, 0.81, -0.07, 0.04, 0.40, 0.10, 0.39, -0.87, -1.03, -0.27, 0.37, 0.55, 0.27, -0.36, 0.20, -0.73, 0.22, 0.32, -0.40, -0.81, 0.26, -2.37, -0.82, 0.60, 0.36, 0.31, 0.36, -0.17, -1.22, -1.10, 0.04, -0.19, 0.39, -1.24, 0.80, 0.20, 0.23, -0.02, 0.36, -0.37, 0.43, 0.36, -0.26]
}

---

Entry 3:
{
  "formula": "C28H52DyP2",
  "method": "ωB97M-V/def2-TZVPD",
  "spin_multiplicity": 6,
  "total_energy_ev": -72528.049,
  "charge": 1,
  "gap_ev": [6.868, 7.760],
  "de_lowest_kcal_mol": 38.58,
  "species": ["C", "H", "C", "H", "H", "C", "H", "H", "C", "Dy", "C", "H", "H", "H", "P", "H", "H", "C", "H", "H", "H", "C", "H", "C", "H", "H", "C", "P", "H", "C", "H", "H", "C", "C", "C", "H", "H", "H", "H", "C", "H", "H", "H", "H", "H", "H", "H", "C", "C", "C", "H", "H", "C", "H", "C", "C", "H", "H", "C", "H", "H", "H", "C", "H", "C", "H", "C", "H", "H", "H", "H", "H", "H", "H", "C", "H", "C", "H", "H", "H", "C", "C", "H"],
  "coordinates": [[0.2297, -2.6996, -2.9562], [-0.5810, -3.4397, -6.3505], [-1.1131, -0.3696, -7.0414], [-3.0060, 0.8140, 1.9942], [-1.2305, 4.2622, -5.4138], [1.3426, 3.3422, -1.2476], [-1.7706, -0.9944, -7.6620], [-5.4000, -2.8009, 1.6393], [0.6849, 1.9597, -5.9143], [-1.3836, 1.2591, -1.2342], [-0.8666, 2.8284, 0.2298], [-4.3987, -4.2180, 1.8874], [-0.4677, -4.0307, -1.3727], [2.0964, 3.6314, -0.4867], [-0.9114, -1.2048, -5.3921], [-5.1752, -3.4583, 3.2681], [2.2621, 0.3788, -1.5084], [1.9458, -1.1496, -4.0693], [1.1259, 2.8557, -5.4560], [-0.9566, 5.0029, 0.3275], [-3.2989, -1.4131, 0.5692], [-1.2182, 1.6506, 1.0195], [-1.4639, 1.6351, -7.6687], [0.8644, -1.2687, -2.9939], [-2.1290, 4.1175, 1.3472], [-2.6977, -2.4367, -4.2820], [-3.4400, -2.3857, 2.5157], [-1.0446, 1.8282, -5.2230], [-0.1209, -0.6253, 2.5791], [-0.1249, -0.6839, 1.4774], [0.7857, -1.2657, 1.2546], [-3.3283, -1.1804, -5.3868], [-1.6153, 4.1261, 0.3608], [-2.2067, 1.5508, 2.1411], [0.0689, -2.5738, -6.1618], [-3.1211, -3.4712, 4.3675], [2.4339, -4.0423, -3.7646], [-1.7182, -2.5089, 3.8837], [0.9091, 4.2407, -1.7075], [2.0213, 0.4269, -0.4369], [-2.7309, 3.4045, -5.9151], [1.6889, -4.1749, -0.1345], [2.0557, -0.5778, -0.0179], [2.8875, 0.9222, 0.0241], [-1.7052, 1.2404, 3.0670], [-0.1039, -0.2806, -7.4867], [0.4992, -2.2489, -7.1186], [1.6250, -3.6300, -1.1044], [0.3578, 2.4662, -0.5651], [-0.2558, 0.6190, 0.7481], [-0.0240, -0.6005, -3.1354], [0.6785, -3.2459, -3.8011], [-2.7829, -2.0867, 1.2385], [3.8993, -1.6209, -4.7912], [-4.6800, -3.2564, 2.3162], [-1.6352, 3.4139, -5.9697], [-1.3230, 3.4625, -7.0261], [3.6418, -4.2364, -1.4832], [3.0419, -1.9290, -4.0944], [-2.6693, 2.5318, 2.3085], [4.1163, -3.6573, -3.5192], [-0.8655, -2.6603, -3.1759], [-1.7171, 1.0015, -6.8071], [3.3593, -2.4690, -1.2430], [-2.5868, -1.9738, -5.2662], [-2.8142, 0.9811, -6.7095], [2.9822, -3.3783, -1.7720], [0.6255, 2.0794, -7.0089], [-2.6895, -2.7166, -6.0610], [1.3239, -1.0784, -2.0059], [-2.2637, -2.8988, 0.7534], [1.3112, 1.0877, -5.6840], [1.8874, 2.8029, -2.0341], [-2.1026, -4.0177, 3.0454], [0.6985, 1.1028, -0.2099], [0.9372, -2.9104, -5.5774], [-2.5361, -3.1287, 3.5066], [-2.3980, 4.3091, -0.3519], [-3.7344, -1.4259, 2.9600], [-1.0236, -1.3040, 1.2262], [0.4401, -3.4897, -1.7152], [3.1117, -3.2656, -3.3297], [1.7757, -0.3847, -4.8618]],
  "atomic_forces_ev_per_a": [[-0.2, -0.1, -1.0], [0.2, 0.1, 0.0], [-0.4, 0.0, 0.6], [0.1, 0.1, -0.2], [-0.2, 0.2, -0.1], [0.3, 0.5, -0.3], [0.4, 0.1, -0.2], [-0.1, 0.1, 0.0], [0.0, 0.0, 0.5], [-5.8, -3.8, -8.1], [2.7, -0.2, 2.1], [0.1, -0.1, 0.0], [0.7, 0.6, 0.4], [-0.3, 0.1, -0.5], [0.1, -0.4, -1.8], [0.0, 0.1, 0.0], [0.1, 0.0, 0.4], [0.0, 0.7, 0.0], [0.2, -0.3, -0.2], [0.0, -0.3, 0.0], [0.0, 0.3, -0.2], [2.2, 0.6, 1.1], [-0.2, 0.1, 0.4], [-0.4, -0.8, 0.6], [0.4, 0.2, -0.6], [-0.2, 0.0, -0.2], [0.1, 0.0, 1.1], [0.0, 0.3, -2.3], [-0.2, 0.5, -0.4], [-0.5, -0.8, 0.1], [-0.5, 0.4, -0.3], [-0.1, -0.1, 0.1], [0.3, 0.1, 0.9], [-0.4, 0.3, 0.0], [0.5, -0.9, 0.0], [0.1, 0.1, -0.1], [0.5, 0.7, 0.1], [0.0, 0.0, -0.1], [0.1, -0.2, 0.3], [0.5, 0.2, -0.8], [0.2, 0.3, 0.0], [-0.1, 0.4, -0.8], [-0.2, 0.0, -0.3], [-0.5, 0.4, 0.1], [0.0, 0.2, -0.2], [-0.6, -0.1, 0.1], [-0.3, 0.0, 0.2], [-0.1, -1.3, -0.5], [0.1, 0.3, 3.5], [1.6, 1.1, 1.1], [1.2, 0.0, -0.1], [-0.5, 0.1, 0.4], [-0.6, -0.6, -0.6], [-1.4, -0.9, 0.9], [-0.4, 0.0, -0.3], [0.1, 0.4, 0.6], [-0.1, 0.2, 0.6], [-0.6, 0.8, 0.0], [-0.4, 0.3, -0.4], [0.0, -0.4, 0.1], [-0.1, 0.0, -0.1], [0.8, 0.1, 0.2], [-0.2, -0.4, 0.4], [0.4, -0.5, -0.6], [0.4, 0.1, 0.0], [0.3, -0.1, -0.1], [0.0, 0.9, 0.9], [0.1, 0.1, 0.5], [-0.3, 0.0, 0.2], [-0.4, -0.3, -0.7], [0.3, -0.1, -0.2], [-0.2, 0.5, -0.1], [-0.1, 0.1, 0.1], [0.0, 0.0, -0.1], [0.7, 1.1, 2.5], [-0.5, 0.1, -0.2], [0.1, 0.1, 0.2], [-0.5, 0.0, -0.7], [-0.2, -0.1, 0.1], [0.8, 0.1, 0.3], [-0.2, -0.4, 0.8], [0.8, -0.3, 0.3], [0.6, -0.5, 1.0]],
  "lowdin_spin": [0.00, 0.00, 0.00, 0.00, 0.00, 0.00, 0.00, 0.00, 0.00, 4.34, -0.05, 0.00, 0.00, 0.00, 0.00, 0.01, 0.00, 0.00, 0.00, 0.00, 0.03, -0.05, 0.00, -0.01, 0.00, 0.00, 0.08, -0.02, 0.00, 0.07, 0.00, 0.00, -0.01, 0.00, 0.00, 0.00, 0.00, 0.00, 0.00, 0.00, 0.00, 0.00, 0.00, 0.00, 0.00, 0.00, 0.00, 0.00, -0.05, -0.04, -0.01, 0.00, 0.65, 0.00, 0.05, 0.00, 0.00, 0.00, 0.00, 0.00, 0.00, 0.00, 0.00, 0.00, 0.00, 0.00, 0.00, 0.00, 0.00, 0.00, 0.03, 0.00, 0.00, 0.00, -0.04, 0.00, 0.01, 0.00, 0.01, 0.03, 0.00, 0.00, 0.00]
}